Record 1
The following is a DFT calculation (the ωB97M-V functional and the def2-TZVPD basis) of a molecular structure, C27H33B2F5N10O4PSr in a non-equilibrium geometry.

Positions of all 83 atoms, in Å:
1 Sr 0.16234 0.19184 0.68376
2 C 4.02429 1.67658 -2.79654
3 C 2.70832 1.89411 -2.14418
4 N 1.60596 1.53192 -2.70417
5 O 1.63467 0.82383 -3.85522
6 B 1.74861 -0.70654 -3.63161
7 F 3.00578 -0.93104 -3.08243
8 F 1.56565 -1.22052 -4.87904
9 O 0.68323 -1.23174 -2.74031
10 N 0.99885 -1.29549 -1.39064
11 C 1.78362 -2.24656 -1.03936
12 C 2.24758 -3.37925 -1.88613
13 C 2.31700 -2.14167 0.36846
14 N 2.33398 -0.92953 0.76311
15 O 2.75053 -0.61559 2.02570
16 B 3.18275 0.82812 1.98802
17 F 3.30569 1.24550 3.27940
18 F 4.29298 0.96230 1.18904
19 O 2.06380 1.76478 1.37389
20 N 1.97239 1.72814 -0.00443
21 C 2.77942 2.39415 -0.72704
22 C 3.82848 3.35234 -0.29121
23 C 2.85904 -3.29621 1.13973
24 H 3.91991 1.28399 -3.80020
25 H 4.61022 0.98806 -2.18514
26 H 4.54450 2.63688 -2.80727
27 H 1.82911 -3.32408 -2.88556
28 H 1.94484 -4.31835 -1.41705
29 H 3.33562 -3.38783 -1.95334
30 H 3.63923 3.64221 0.73911
31 H 3.81924 4.23123 -0.93710
32 H 4.81480 2.89332 -0.33854
33 H 2.43007 -4.23919 0.80947
34 H 2.66432 -3.15404 2.20127
35 H 3.94195 -3.35076 1.01298
36 C -5.50955 2.28488 1.71683
37 N -4.24820 2.21262 0.99387
38 C -3.94043 2.95337 -0.10916
39 C -2.68441 2.57419 -0.48591
40 N -2.22634 1.59975 0.35218
41 C -3.19439 1.39127 1.23916
42 P -3.28208 0.15415 2.57715
43 C -2.84005 -1.35895 1.67158
44 N -1.76951 -1.56410 0.91958
45 C -1.90869 -2.80923 0.38216
46 C -3.08006 -3.36225 0.81542
47 N -3.66272 -2.43706 1.63386
48 C -4.94218 -2.60611 2.30547
49 C -1.78212 0.47705 3.55598
50 N -0.51785 0.28928 3.20559
51 C 0.23741 0.58228 4.30216
52 C -0.58356 0.94255 5.33122
53 N -1.86320 0.86926 4.85376
54 C -3.06066 1.16559 5.62311
55 H -6.07469 3.12401 1.32167
56 H -5.32999 2.44220 2.77781
57 H -6.08095 1.36924 1.57697
58 H -4.62363 3.67990 -0.51127
59 H -2.10672 2.94874 -1.31397
60 H -1.17685 -3.22555 -0.28887
61 H -3.54307 -4.31316 0.62110
62 H -5.26392 -3.63316 2.15963
63 H -5.68658 -1.93451 1.88165
64 H -4.83690 -2.41330 3.37058
65 H 1.31313 0.53303 4.28221
66 H -0.38404 1.24464 6.34366
67 H -2.75343 1.44486 6.62705
68 H -3.70435 0.28996 5.67686
69 H -3.60463 1.99651 5.17767
70 F -1.44591 5.89421 -5.95385
71 C -1.05335 4.93603 -5.10233
72 C -1.15230 3.61363 -5.49647
73 C -0.74780 2.62950 -4.61079
74 C -0.25326 2.97330 -3.35465
75 C 0.20413 1.91223 -2.39610
76 C -0.16987 4.31222 -2.99128
77 C -0.57103 5.31116 -3.86306
78 H -1.53651 3.37332 -6.47702
79 H -0.80260 1.58960 -4.90150
80 H -0.35110 0.98005 -2.51207
81 H 0.12403 2.25483 -1.37100
82 H 0.20933 4.58274 -2.01123
83 H -0.51799 6.35830 -3.60241

Spin multiplicity ... 1
E_HOMO ... -11.537 eV
Relative energy (zero: lowest compared OMol25 entry of this formula, charge and spin) ... 0.0 kcal/mol
Total charge ... +1
Electronic energy ... -2818.44665 Ha

Record 2
The following is a DFT calculation (the ωB97M-V functional and the def2-TZVPD basis) of 5 unconnected molecules or ions with the total composition C27H33BIPS.

Positions of all 64 atoms, in Å:
1 S -3.08096 -3.45201 2.11437
2 P -4.17217 -2.20350 1.06280
3 B -2.82995 -1.43488 -0.05660
4 C -2.16039 -0.05134 0.15376
5 C -2.99101 1.01287 0.89001
6 C -2.84311 0.85952 2.39364
7 I -4.17345 2.10767 3.46659
8 H -5.21168 -2.74115 0.28693
9 H -4.86279 -1.24540 1.82231
10 H -2.48912 -2.17809 -0.91862
11 H -1.85126 0.30813 -0.83291
12 H -1.21202 -0.19939 0.68999
13 H -4.04297 0.96279 0.59728
14 H -2.64064 2.01036 0.61767
15 H -3.03365 -0.15409 2.74079
16 H -1.83701 1.12597 2.70928
17 C -6.63365 4.71949 -1.77378
18 C -7.61543 5.58247 -1.30699
19 C -7.78915 5.76227 0.05847
20 C -6.98191 5.07859 0.95693
21 C -6.00089 4.21374 0.49201
22 C -5.82793 4.03573 -0.87386
23 H -6.49641 4.58135 -2.83870
24 H -8.24555 6.11519 -2.00767
25 H -8.55445 6.43604 0.42205
26 H -7.11707 5.21964 2.02193
27 H -5.37472 3.67789 1.19446
28 H -5.06123 3.36301 -1.23898
29 C 1.64553 -0.21873 2.50078
30 C 2.74811 -1.05552 2.59927
31 C 4.00961 -0.57667 2.27510
32 C 4.16882 0.73583 1.85180
33 C 3.06513 1.57104 1.74900
34 C 1.80390 1.09251 2.07544
35 H 0.66072 -0.58913 2.75979
36 H 2.62304 -2.07960 2.92639
37 H 4.87045 -1.22914 2.34974
38 H 5.15381 1.10496 1.59704
39 H 3.18765 2.59332 1.41473
40 H 0.94240 1.74501 1.99664
41 C -1.09778 -4.90892 -1.72014
42 C -0.64562 -3.97808 -2.64544
43 C 0.00506 -4.39929 -3.79710
44 C 0.20551 -5.75363 -4.02425
45 C -0.24315 -6.68544 -3.09839
46 C -0.89397 -6.26317 -1.94762
47 H -1.60343 -4.58126 -0.81929
48 H -0.79670 -2.92063 -2.46797
49 H 0.35777 -3.67178 -4.51710
50 H 0.71240 -6.08304 -4.92229
51 H -0.08446 -7.74188 -3.27363
52 H -1.24359 -6.98945 -1.22503
53 C 8.98296 1.04243 -1.58739
54 C 9.04033 -0.30103 -1.24339
55 C 8.52123 -0.73000 -0.02978
56 C 7.94529 0.18551 0.83973
57 C 7.89030 1.52927 0.49679
58 C 8.40829 1.95828 -0.71717
59 H 9.38605 1.37591 -2.53503
60 H 9.49010 -1.01459 -1.92177
61 H 8.56530 -1.77784 0.23814
62 H 7.53992 -0.14906 1.78679
63 H 7.44512 2.24471 1.17721
64 H 8.36448 3.00621 -0.98475

Spin multiplicity ... 1
E_HOMO ... -8.933 eV
Structure (SMILES) ... S=[PH2]BCCCI.c1ccccc1.c1ccccc1.c1ccccc1.c1ccccc1
Electronic energy ... -2110.68100 Ha

Record 3
The following is a DFT calculation (the ωB97M-V functional and the def2-TZVPD basis) of 6 unconnected molecules or ions with the total composition C27H33F22O13PS in a non-equilibrium geometry.

Positions of all 97 atoms, in Å:
1 O 2.72236 2.54472 -5.83969
2 C 2.76623 1.57702 -5.23114
3 O 2.65469 0.40059 -5.88024
4 C 2.89662 1.59100 -3.66083
5 F 2.98068 2.85117 -3.30557
6 F 1.74494 1.08525 -3.18193
7 C 4.15061 0.76268 -3.27519
8 F 3.89170 -0.53900 -3.20362
9 F 5.00276 0.89106 -4.31262
10 C 4.91873 1.24243 -2.02408
11 F 5.98611 0.40969 -1.90071
12 F 5.40793 2.44943 -2.16731
13 C 4.12292 1.10987 -0.64984
14 O 4.24443 2.02245 0.07056
15 P 3.07685 -0.43573 -0.14207
16 S 1.95703 -2.29892 0.36571
17 C 2.46827 0.36227 1.42739
18 C 3.54955 0.19398 2.52354
19 F 3.63288 1.28551 3.35143
20 H 3.05039 -0.32382 -5.36893
21 H 4.25142 -1.23588 -0.08321
22 H 2.28006 -0.39562 -1.30657
23 H 2.85919 -3.28033 0.61197
24 H 2.10362 1.38870 1.31664
25 H 1.61035 -0.23210 1.75024
26 H 3.40589 -0.73221 3.09116
27 H 4.53757 0.09029 2.04422
28 C 6.83656 4.33911 0.28261
29 C 7.16924 4.34487 1.75900
30 O 8.09221 3.28811 2.08135
31 C 9.37847 3.54423 1.85732
32 O 9.82061 4.56397 1.41569
33 C 10.23088 2.34622 2.29270
34 F 9.70132 1.17913 1.88800
35 F 10.33442 2.29459 3.63321
36 F 11.46917 2.41591 1.79809
37 H 6.46816 3.36053 -0.02026
38 H 6.07622 5.08703 0.05788
39 H 7.72025 4.55208 -0.32071
40 H 6.27002 4.15314 2.34269
41 H 7.56320 5.30956 2.07919
42 C -4.30447 -2.83217 -0.30359
43 C -3.97740 -2.82657 1.17472
44 O -3.03573 -3.87184 1.48979
45 C -1.75704 -3.58488 1.26877
46 O -1.34070 -2.54815 0.84123
47 C -0.87491 -4.76989 1.68580
48 F -1.37509 -5.94480 1.26671
49 F -0.76571 -4.84678 3.02534
50 F 0.36429 -4.66730 1.19269
51 H -4.65330 -3.81012 -0.61148
52 H -5.07521 -2.09623 -0.52890
53 H -3.42191 -2.60272 -0.90300
54 H -4.87225 -3.03527 1.74954
55 H -3.60157 -1.85742 1.50124
56 C -5.73786 3.52451 4.73821
57 C -5.27566 2.13437 5.12082
58 O -5.91250 1.13688 4.30115
59 C -5.36241 0.92331 3.10934
60 O -4.40101 1.48491 2.67298
61 C -6.11733 -0.19221 2.37763
62 F -7.44757 -0.05560 2.47532
63 F -5.80268 -1.40191 2.88639
64 F -5.82150 -0.22148 1.07424
65 H -6.82622 3.58942 4.77753
66 H -5.31472 4.26739 5.41403
67 H -5.43662 3.77206 3.71978
68 H -5.56564 1.91494 6.14711
69 H -4.19114 2.04191 5.06346
70 C -5.21083 -8.70614 -4.09521
71 C -4.79835 -8.47683 -2.65646
72 O -5.19356 -7.16714 -2.21094
73 C -6.45418 -7.04368 -1.80139
74 O -7.26916 -7.91776 -1.77737
75 C -6.70405 -5.61190 -1.31600
76 F -6.18418 -4.69115 -2.14766
77 F -6.15178 -5.40326 -0.10465
78 F -8.00374 -5.33765 -1.20035
79 H -4.81852 -7.91488 -4.73575
80 H -4.83828 -9.66647 -4.45120
81 H -6.29627 -8.69623 -4.19873
82 H -3.71355 -8.51291 -2.57023
83 H -5.20172 -9.24409 -1.99575
84 C 0.78448 4.69240 -2.66201
85 C -0.38488 3.83505 -2.22522
86 O -0.81392 4.18263 -0.89642
87 C -1.63236 5.22863 -0.79820
88 O -2.02935 5.89069 -1.71113
89 C -2.03441 5.43937 0.66678
90 F -0.98260 5.33396 1.49616
91 F -2.94018 4.52214 1.05078
92 F -2.57740 6.64410 0.86053
93 H 1.59629 4.63029 -1.93582
94 H 1.15373 4.36918 -3.63344
95 H 0.49736 5.74197 -2.73373
96 H -0.08294 2.78931 -2.18271
97 H -1.21631 3.90303 -2.92682

Spin multiplicity ... 1
E_HOMO ... -8.996 eV
Structure (SMILES) ... O=C(O)C(F)(F)C(F)(F)C(F)(F)C(=O)[PH2](S)CCF.CCOC(=O)C(F)(F)F.CCOC(=O)C(F)(F)F.CCOC(=O)C(F)(F)F.CCOC(=O)C(F)(F)F.CCOC(=O)C(F)(F)F
Electronic energy ... -4963.33732 Ha